Record 1
{
  "formula": "C4H7N3",
  "method": "ωB97M-V with the def2-TZVPD basis set",
  "e_homo_ev": -7.14,
  "homo_lumo_gap_ev": 7.61,
  "total_energy_ha": -320.7841,
  "total_charge": 0,
  "largest_force_ev_per_a": 0.948,
  "elements": ["N", "C", "C", "C", "N", "C", "N", "H", "H", "H", "H", "H", "H", "H"],
  "xyz": [[-2.40554, -0.24181, 0.21041], [-1.09077, 0.07295, 0.00004], [0.10752, -0.61289, 0.51254], [1.22758, 0.16912, -0.16927], [2.54973, -0.21489, 0.17145], [0.79511, 1.31235, -0.75358], [-0.65699, 1.13004, -0.64330], [-3.07008, 0.02319, -0.50373], [-2.59875, -1.14358, 0.61892], [0.08394, -1.70408, 0.61196], [3.17159, 0.54495, -0.08721], [2.80843, -1.01196, -0.40410], [0.36231, -0.14539, 1.46546], [-1.28407, 1.82198, -1.02957]]
}

Record 2
{
  "formula": "C32H83BN6O13P4SSi2",
  "method": "ωB97M-V with the def2-TZVPD basis set",
  "e_homo_ev": -7.97,
  "homo_lumo_gap_ev": 7.99,
  "total_energy_ha": -4943.3636,
  "total_charge": 0,
  "largest_force_ev_per_a": 7.065,
  "elements": ["C", "C", "C", "C", "C", "C", "C", "C", "C", "C", "C", "C", "Si", "O", "B", "O", "O", "O", "Si", "C", "C", "C", "C", "S", "O", "O", "O", "C", "O", "C", "C", "O", "P", "C", "O", "P", "O", "H", "H", "H", "H", "H", "H", "H", "H", "H", "H", "H", "H", "H", "H", "H", "H", "H", "H", "H", "H", "H", "H", "H", "H", "H", "H", "H", "H", "H", "H", "H", "H", "H", "H", "H", "H", "H", "H", "H", "H", "H", "H", "H", "H", "H", "H", "H", "O", "P", "N", "C", "C", "N", "C", "C", "N", "C", "C", "H", "H", "H", "H", "H", "H", "H", "H", "H", "H", "H", "H", "H", "H", "H", "H", "H", "H", "O", "P", "N", "C", "C", "N", "C", "C", "N", "C", "C", "H", "H", "H", "H", "H", "H", "H", "H", "H", "H", "H", "H", "H", "H", "H", "H", "H", "H"],
  "xyz": [[2.58605, 0.31685, 4.82344], [2.67103, 1.83325, 4.95971], [2.01507, 2.53567, 3.73965], [0.84935, 3.47124, 4.11738], [-0.17227, 3.57127, 2.97399], [-1.33905, 2.54354, 3.02280], [-1.28856, 1.52498, 4.15781], [-2.15277, 0.28849, 3.85811], [-1.48753, -0.52652, 2.72331], [-1.64605, -2.06065, 2.87355], [-2.35498, -2.71768, 1.67983], [-1.39864, -3.12029, 0.53520], [-1.40080, -1.99401, -0.95324], [-0.69559, -0.54758, -0.50623], [0.68272, -0.54599, -0.39045], [1.26540, -0.70022, 0.87835], [1.51347, -0.38066, -1.46279], [-0.41947, -2.70234, -2.08547], [-0.82802, -2.61547, -3.70565], [0.64246, -3.36358, -4.63526], [1.67110, -2.32835, -5.15709], [3.09155, -2.89418, -5.02690], [3.29884, -4.08990, -5.95595], [5.00907, -4.60492, -6.08961], [5.24159, -5.74973, -5.24960], [5.33675, -4.81790, -7.46401], [5.84928, -3.40371, -5.48621], [-2.32474, -3.74723, -4.08385], [-3.33218, -2.90877, -4.69672], [-4.60488, -3.38784, -4.68287], [-4.85860, -4.85806, -4.88160], [-5.49840, -2.60867, -4.55978], [-1.36891, -0.56042, -4.48150], [-0.29567, 0.72213, -3.73812], [-0.92005, -0.59114, -6.09205], [-3.57257, -1.81316, -1.55734], [-4.16460, -3.18615, -1.48107], [1.60899, -0.06547, 5.11541], [3.38389, -0.10446, 5.43366], [2.77146, 0.00426, 3.79335], [3.71544, 2.13779, 5.01076], [2.18140, 2.14402, 5.88080], [2.77441, 3.11364, 3.21151], [1.65977, 1.77304, 3.03920], [0.41812, 3.23028, 5.08592], [1.28852, 4.46704, 4.22271], [0.37796, 3.41915, 2.04357], [-0.56844, 4.58614, 2.94521], [-2.27772, 3.09709, 3.06920], [-1.36030, 2.02141, 2.06355], [-1.71520, 1.99296, 5.04976], [-0.28896, 1.15956, 4.38924], [-2.30856, -0.30733, 4.75677], [-3.12693, 0.64295, 3.50852], [-1.92295, -0.21157, 1.77883], [-0.42278, -0.30518, 2.77121], [-2.20246, -2.24289, 3.79279], [-0.66947, -2.53819, 2.95418], [-2.78070, -3.64629, 2.06484], [-3.19091, -2.11166, 1.32781], [-0.34840, -3.16859, 0.83782], [-1.64471, -4.10339, 0.12703], [1.30768, 0.17140, 1.29158], [2.37280, -0.10885, -1.12230], [0.30400, -4.06116, -5.40248], [1.16038, -3.97858, -3.88932], [1.61994, -1.38372, -4.62280], [1.50456, -2.20283, -6.22731], [3.79677, -2.12345, -5.33388], [3.30373, -3.21758, -4.00720], [2.77846, -4.98678, -5.62745], [3.00723, -3.87721, -6.98379], [6.52117, -3.77077, -4.89348], [-2.68636, -4.24330, -3.18209], [-2.02401, -4.50522, -4.81200], [-4.54451, -5.41656, -4.00261], [-5.92743, -4.97173, -5.01920], [-4.34190, -5.19181, -5.78117], [-0.68688, 1.05049, -2.77960], [-0.34704, 1.58845, -4.40253], [0.75065, 0.43618, -3.68386], [-1.03153, -1.47695, -6.45399], [-4.16410, -0.99332, -0.56457], [-3.79321, -1.14360, -2.77730], [3.45868, 0.48812, 8.22173], [3.54618, -0.48281, 9.37936], [2.50295, 0.43486, 10.43017], [2.64755, 0.62739, 11.85540], [1.11508, 0.54014, 9.99157], [5.23770, -0.21243, 9.73204], [5.66539, 0.62041, 10.84144], [6.02409, 0.17661, 8.56151], [3.49639, -1.90065, 10.29906], [2.22232, -2.61569, 10.33876], [4.48425, -2.40379, 11.23333], [2.41512, -0.26617, 12.45903], [1.97003, 1.41702, 12.18377], [3.63595, 0.97813, 12.12934], [0.56165, -0.40359, 10.09416], [1.07047, 0.84175, 8.94351], [0.58111, 1.29971, 10.56365], [5.30303, 1.65440, 10.76180], [6.75721, 0.64304, 10.87576], [5.37453, 0.20582, 11.80598], [5.89729, 1.23377, 8.30351], [5.75844, -0.42045, 7.69220], [7.08323, -0.00412, 8.76244], [1.59403, -2.27767, 11.17072], [2.37635, -3.68924, 10.45120], [1.66566, -2.47371, 9.41175], [4.41063, -1.89638, 12.19968], [5.49549, -2.31495, 10.84866], [4.32407, -3.46990, 11.41228], [-1.60749, 3.58346, -9.93608], [-2.44908, 3.76792, -8.71353], [-3.35219, 2.30615, -8.73449], [-4.71905, 2.12682, -8.29854], [-2.56201, 1.08096, -8.63703], [-3.36339, 5.15978, -9.24618], [-4.77185, 5.05988, -9.58741], [-2.70470, 5.92766, -10.30263], [-2.68336, 4.17041, -7.08843], [-2.06308, 3.30341, -6.08689], [-3.59799, 5.14540, -6.52600], [-4.85142, 2.16080, -7.20509], [-5.08063, 1.15328, -8.63182], [-5.39585, 2.84486, -8.74958], [-2.13865, 0.92634, -7.63939], [-1.73787, 1.10430, -9.35231], [-3.16940, 0.20741, -8.87857], [-4.96244, 4.35856, -10.41111], [-5.14334, 6.04363, -9.88476], [-5.38628, 4.78797, -8.72893], [-2.81491, 5.46506, -11.28969], [-1.64381, 6.04674, -10.09945], [-3.13873, 6.93046, -10.34226], [-2.72723, 2.48565, -5.78000], [-1.79582, 3.86757, -5.19170], [-1.13892, 2.86554, -6.46904], [-4.61660, 4.74963, -6.46614], [-3.59929, 6.07633, -7.08331], [-3.29075, 5.40467, -5.50953]]
}